The following is a quantum chemistry calculation of a cluster of 2 separate species, C5H4 in total in a non-equilibrium geometry, from the Open Molecules 2025 dataset.

```
9
Properties=species:S:1:pos:R:3:mulliken_charge:R:1
C 0.222 0.748 -2.074 -0.4055
C -1.135 -0.270 1.577 -0.0809
C 0.826 -0.236 -2.335 -0.3343
C -0.040 -0.913 2.031 -0.0489
C -0.794 -1.527 0.985 -0.5848
H -0.289 1.619 -1.815 0.3769
H -1.625 0.629 1.528 0.3691
H 1.318 -1.137 -2.550 0.3642
H 0.790 -0.879 2.671 0.3442
```

**LUMO energy**: 0.973 eV
**Frontier orbital gap**: 10.0 eV
**Molar mass**: 64.1 g mol⁻¹
**Structure (SMILES)**: C1=CC=1.C#C
**Energy above the lowest of the compared OMol25 structures with the same formula, charge and spin**: 3.262 eV